1.
This record from the Open Molecules 2025 dataset describes a structure of composition C32H52AlF3N3O15S2 in a non-equilibrium geometry. The level of theory is ωB97M-V/def2-TZVPD.

```
108
Properties=species:S:1:pos:R:3:forces:R:3
C -3.654 7.495 2.156 0.00 -0.45 -1.50
C -3.717 7.646 0.506 -1.75 3.55 -3.23
O -4.259 8.684 -0.141 3.33 -6.39 4.30
O -3.176 6.525 -0.279 -0.10 3.17 1.68
C -1.738 6.676 -0.552 1.72 -0.69 -0.36
C -1.248 5.357 -1.451 -0.70 -0.01 0.04
C -2.397 4.190 -1.344 0.45 0.19 -0.14
Al -1.838 2.386 -2.207 -0.09 -1.25 2.00
C -2.883 1.979 -3.925 0.27 0.19 -2.12
O -4.261 1.530 -3.534 0.76 -0.62 -0.26
N -4.771 2.344 -2.591 -1.03 -1.09 2.67
O -5.387 1.732 -1.734 0.95 1.44 -2.59
O -2.427 0.959 -1.067 3.63 -1.15 -2.46
C -1.414 -0.135 -1.232 -1.64 -0.08 1.31
C -1.471 -1.061 -2.584 -1.73 -0.02 -0.48
C -2.962 -1.671 -2.937 -2.43 0.68 1.74
N -4.116 -1.301 -2.290 4.57 -2.09 -2.92
C -1.781 -1.063 0.108 0.61 -0.58 -1.08
O -2.789 -0.357 0.967 1.10 -3.12 2.53
C -2.902 -1.092 2.254 0.75 -1.14 2.58
C -1.613 -0.909 3.304 -2.70 -2.20 1.05
C -1.521 -1.675 4.758 -3.13 -0.53 -2.86
C -0.192 -1.432 5.694 0.01 0.49 -0.12
C -2.794 -2.663 5.149 0.43 2.24 -3.32
C -4.106 -2.812 4.124 2.98 1.87 -0.57
C -4.212 -2.045 2.660 3.12 0.40 2.28
C -5.517 -2.212 1.680 -1.06 -0.16 0.55
C -5.300 -3.256 0.428 -0.59 0.10 -0.57
C -6.817 -2.806 2.545 1.11 0.10 0.50
C 0.134 0.492 -1.310 -0.90 4.64 0.40
C 0.844 0.918 0.107 0.19 0.30 0.58
C 2.259 1.768 -0.078 -0.05 -0.79 -1.19
O 2.636 2.441 1.175 1.03 -2.47 0.57
C 3.206 1.490 2.157 -0.52 -0.35 0.13
C 2.091 1.142 3.341 0.03 0.24 1.03
F 2.675 1.394 4.703 -2.04 -0.89 -4.02
F 1.808 -0.316 3.282 0.16 4.50 0.51
F 0.866 1.998 3.250 3.87 -3.45 0.53
N 1.135 -0.180 -2.226 3.73 -6.96 4.71
C 1.781 -1.228 -1.610 -0.17 -2.06 -0.61
O 2.354 -2.354 -1.170 -3.82 8.83 -3.06
O -0.057 1.805 -2.013 -0.59 -1.89 0.75
H -3.684 8.579 2.604 0.02 -2.36 -0.81
H -2.680 6.889 2.400 -1.84 1.39 -0.37
H -4.562 6.815 2.486 1.78 1.61 -0.70
H -1.460 7.632 -1.177 -0.93 -1.54 1.48
H -1.165 6.664 0.481 -1.04 0.17 -2.03
H -0.178 4.988 -1.073 -2.41 0.80 -0.66
H -1.112 5.658 -2.593 -0.34 -0.43 2.44
H -3.398 4.503 -1.914 2.22 -0.40 1.58
H -2.603 3.952 -0.203 0.19 0.57 -2.32
H -2.443 1.069 -4.558 -1.22 1.96 1.24
H -3.038 2.888 -4.648 0.38 -1.64 1.02
H -1.178 -0.352 -3.491 -0.36 -1.76 1.81
H -0.749 -2.009 -2.507 -1.50 2.22 -0.17
H -2.982 -2.517 -3.779 0.17 1.87 1.68
H -4.884 -1.870 -2.710 0.65 0.47 0.21
H -2.267 -2.069 -0.261 0.96 1.90 0.78
H -0.780 -1.293 0.669 -2.01 0.36 -0.62
H -0.734 -0.193 2.974 -2.07 -1.62 0.70
H 0.817 -1.776 5.172 -2.36 0.70 0.87
H -0.223 -1.969 6.735 -0.31 0.91 -2.09
H -0.086 -0.265 5.914 -0.27 -2.53 -0.55
H -2.719 -3.246 6.178 -0.42 1.30 -2.47
H -4.965 -3.538 4.500 2.00 1.82 -1.04
H -5.895 -1.158 1.268 1.40 -2.23 0.87
H -6.073 -4.164 0.476 1.67 1.96 0.16
H -5.589 -2.662 -0.556 1.07 -1.37 1.96
H -4.222 -3.723 0.391 -2.11 1.20 -0.06
H -6.827 -2.273 3.600 -0.11 -1.23 -2.08
H -7.846 -2.603 2.027 2.12 -0.48 0.75
H -6.610 -3.972 2.659 -0.76 2.50 -0.02
H 0.114 1.619 0.699 1.23 -1.37 -1.31
H 1.067 -0.004 0.815 -0.41 1.60 -1.51
H 3.152 1.045 -0.402 -1.87 1.34 0.72
H 2.202 2.585 -0.927 -0.28 -1.62 1.98
H 4.160 1.913 2.693 -2.05 -0.55 -1.11
H 3.493 0.438 1.672 -0.74 2.35 0.99
O -0.225 -6.023 -2.227 0.41 -0.16 -1.09
S 0.618 -5.738 -3.368 0.31 0.41 -0.04
O 0.099 -5.713 -4.720 0.09 -0.32 1.12
O 1.920 -6.717 -3.324 -0.42 1.00 0.11
C 1.714 -8.120 -3.249 -0.19 -1.01 -0.12
C 1.304 -8.694 -4.592 -0.29 0.05 -0.27
C 1.475 -4.212 -3.072 0.14 -0.47 0.01
H 0.982 -8.365 -2.473 0.02 0.19 -0.06
H 2.667 -8.568 -2.947 -0.05 0.39 0.04
H 0.313 -8.335 -4.887 0.14 -0.05 0.05
H 1.269 -9.786 -4.553 0.07 0.09 0.06
H 2.005 -8.387 -5.375 -0.03 -0.08 0.16
H 1.907 -4.236 -2.071 -0.19 -0.11 -0.32
H 0.751 -3.398 -3.149 -0.01 -0.26 -0.02
H 2.252 -4.090 -3.829 -0.13 -0.06 0.07
O 6.664 1.576 1.630 0.97 -0.21 -0.47
S 7.629 1.439 0.561 0.16 0.16 -0.39
O 8.649 0.410 0.574 -0.91 0.83 0.37
O 8.341 2.881 0.300 -0.83 -0.96 -0.40
C 8.964 3.540 1.393 0.65 0.42 0.86
C 10.306 2.916 1.727 0.13 -0.36 0.09
C 6.756 1.338 -0.982 0.05 0.20 -0.04
H 8.304 3.553 2.267 -0.05 -0.11 -0.16
H 9.121 4.582 1.092 -0.26 -0.24 -0.21
H 10.181 1.901 2.116 0.01 0.15 -0.04
H 10.830 3.505 2.485 -0.09 0.03 -0.10
H 10.934 2.844 0.833 -0.09 0.10 0.12
H 6.012 2.135 -1.020 0.11 -0.09 0.06
H 6.265 0.364 -1.027 0.13 0.09 0.17
H 7.472 1.432 -1.800 -0.05 -0.01 0.17
```
Forces are in eV/Å.

Values from the calculation:
Frontier orbital gap   7.493 eV
E_LUMO   0.06741 hartree
Maximum force   10.09 eV/Å
Net charge   -1
2S+1   1


2.
This record from the Open Molecules 2025 dataset describes a cluster of 12 separate species, C64H162N10O24 in total in a non-equilibrium geometry. The level of theory is ωB97M-V/def2-TZVPD.

```
260
Properties=species:S:1:pos:R:3:forces:R:3
C -2.546 2.706 -5.942 -1.86 1.85 0.33
C -1.268 3.264 -6.499 -0.21 0.71 1.74
O -0.726 2.195 -7.193 0.93 -0.14 -0.40
O -3.423 3.738 -5.310 1.47 -0.26 -1.62
H -2.330 2.023 -5.163 0.29 -1.17 0.36
H -3.068 2.268 -6.784 -0.38 -0.39 0.11
H -0.727 3.652 -5.589 0.36 -0.52 -0.81
H -1.445 4.142 -7.095 -0.25 0.40 -0.61
H 0.090 2.433 -7.722 -0.23 -0.07 0.47
H -3.778 3.384 -4.507 -0.23 -0.44 0.56
C -6.866 -0.032 2.670 2.06 -0.39 1.41
C -6.100 1.270 2.333 -1.23 -1.34 0.64
O -5.058 0.843 1.512 0.59 0.87 -0.04
O -8.071 0.188 3.370 0.20 -0.01 -0.28
H -6.170 -0.738 3.290 -0.88 1.45 -0.82
H -6.960 -0.590 1.767 -0.66 -0.26 -1.06
H -5.658 1.635 3.273 -0.55 0.37 -0.20
H -6.779 1.995 1.809 0.49 -0.34 0.70
H -4.420 1.599 1.623 0.06 -0.34 -0.62
H -8.360 -0.704 3.568 -0.55 -0.04 0.27
C -0.970 3.333 4.468 -0.73 -0.20 0.98
O 0.219 2.604 4.509 0.55 0.13 0.48
C 1.291 3.159 3.774 -0.26 -2.06 -0.41
C 2.522 2.292 4.014 0.23 -0.74 0.11
N 2.500 0.904 3.474 -0.87 0.01 0.83
C 1.953 -0.039 4.434 -1.09 -0.60 0.21
C 2.118 -1.471 3.948 1.24 0.57 -1.65
O 3.534 -1.698 3.939 0.14 0.05 0.38
C 3.913 -2.659 2.995 1.05 -1.12 0.48
H -1.272 3.509 3.463 -0.36 -0.06 -1.16
H -0.919 4.388 4.884 0.07 -1.22 0.26
H -1.714 2.633 4.962 0.59 1.37 -0.39
H 1.501 4.166 4.069 0.15 0.89 0.34
H 1.038 3.126 2.714 -0.06 0.12 -0.20
H 2.745 2.360 5.115 0.10 -0.32 -0.83
H 3.296 2.732 3.435 1.04 0.87 -0.12
H 3.387 0.485 3.201 0.33 0.98 0.01
H 0.900 0.211 4.584 -0.08 -0.18 0.04
H 2.422 0.005 5.424 0.20 0.20 0.10
H 1.897 -1.539 2.859 -0.87 0.08 0.58
H 1.617 -2.265 4.496 -0.28 0.10 0.27
H 3.626 -2.371 1.962 0.29 -0.17 0.47
H 3.523 -3.663 3.264 -0.40 0.37 -0.33
H 5.017 -2.834 3.123 -0.93 0.55 -0.50
C -3.579 0.230 -2.066 0.80 -0.50 0.50
O -4.186 -1.050 -1.844 0.16 1.58 -2.01
C -4.133 -1.338 -0.498 -1.09 -0.28 1.09
C -5.051 -2.525 -0.223 1.10 -0.47 0.97
N -4.954 -3.726 -1.014 1.65 -1.14 -1.04
C -3.588 -4.388 -1.101 -0.79 1.00 1.48
C -3.444 -5.400 -2.212 0.24 -1.87 1.65
O -3.976 -4.996 -3.390 -0.14 1.17 -1.74
C -3.400 -3.807 -3.949 -1.52 -0.19 -1.57
H -2.570 0.160 -1.621 -0.10 0.33 0.08
H -4.110 1.068 -1.552 0.07 -0.64 -0.49
H -3.376 0.427 -3.128 -0.68 -0.22 0.10
H -4.553 -0.520 0.093 0.09 0.04 -0.07
H -3.100 -1.420 -0.155 0.19 -0.55 0.01
H -6.085 -2.306 -0.225 -1.22 1.07 -0.63
H -4.961 -2.710 0.857 0.56 -0.58 0.02
H -5.310 -3.579 -1.961 0.22 0.13 0.40
H -3.498 -4.884 -0.140 0.14 -0.54 0.22
H -2.708 -3.713 -1.070 -0.60 0.32 -0.53
H -3.927 -6.384 -1.979 -0.11 0.91 0.06
H -2.392 -5.708 -2.292 0.27 0.42 -0.11
H -3.301 -2.952 -3.260 -0.17 -0.42 -0.16
H -4.130 -3.602 -4.782 0.61 0.46 0.95
H -2.483 -3.989 -4.513 0.44 -0.32 0.50
C 0.218 4.910 0.795 0.10 0.86 -2.07
O -0.736 3.868 0.846 1.04 0.38 0.53
C -1.838 4.145 0.053 -0.90 -0.61 -1.10
C -2.946 3.092 0.277 -0.23 1.91 0.08
N -3.582 3.161 1.609 0.89 -0.11 0.08
C -4.372 4.377 1.815 -0.89 -0.59 0.19
C -4.921 4.391 3.219 1.20 1.56 1.21
O -3.708 4.577 4.022 -1.05 -1.00 0.15
C -4.031 4.489 5.386 -0.91 1.27 1.15
H 0.587 5.184 -0.249 -0.59 -0.87 0.69
H 1.114 4.702 1.332 0.37 -0.55 0.68
H -0.186 5.859 1.118 -0.42 0.27 0.61
H -1.579 4.104 -1.024 0.14 -0.02 0.30
H -2.223 5.159 0.215 0.01 0.04 0.29
H -2.573 2.106 0.006 -0.16 -0.15 0.28
H -3.748 3.426 -0.412 0.33 -0.64 -0.02
H -2.897 3.049 2.363 -0.14 0.23 -0.38
H -5.234 4.283 1.169 -0.24 0.21 -0.58
H -3.888 5.357 1.630 0.07 -0.61 0.03
H -5.536 3.549 3.577 0.69 -0.04 -0.45
H -5.535 5.284 3.440 0.02 -0.13 -0.55
H -4.773 3.687 5.593 0.32 0.32 -0.18
H -4.507 5.494 5.747 0.79 -1.62 -0.44
H -3.141 4.261 5.993 -0.20 0.31 -0.38
C 0.195 -4.628 -1.081 1.05 -0.13 -0.77
O -0.195 -3.502 -1.813 -1.19 0.99 0.37
C 0.861 -2.813 -2.511 0.99 -3.30 1.16
C 0.347 -1.612 -3.238 -0.27 1.02 2.31
N -0.280 -1.852 -4.471 -1.22 0.98 -2.28
C -0.596 -0.579 -5.181 -0.32 -0.10 0.14
C -1.391 -0.835 -6.482 0.78 0.40 0.32
O -2.688 -1.194 -6.074 -0.85 -0.16 0.07
C -3.520 -1.609 -7.151 -1.19 0.75 0.75
H -0.653 -5.073 -0.577 -0.40 -0.23 -0.54
H 0.882 -4.420 -0.268 0.48 0.58 0.28
H 0.755 -5.320 -1.753 -0.60 -0.09 0.37
H 1.257 -3.715 -3.102 0.14 1.83 -0.25
H 1.639 -2.600 -1.728 -0.44 0.45 -0.78
H 1.153 -0.890 -3.383 0.39 -0.24 -0.21
H -0.285 -1.051 -2.465 0.28 -0.64 -0.78
H -1.192 -2.306 -4.432 0.43 -0.28 0.59
H 0.317 0.045 -5.282 -0.29 -0.61 -0.48
H -1.284 0.088 -4.598 0.31 -0.55 -0.01
H -0.991 -1.667 -7.081 0.34 0.23 0.08
H -1.406 0.107 -7.060 0.01 -0.47 0.04
H -3.084 -2.493 -7.612 0.01 0.04 -0.50
H -3.714 -0.747 -7.863 0.40 -1.07 0.48
H -4.522 -1.906 -6.708 1.21 0.38 -0.46
C 0.048 -1.228 8.607 -1.83 0.23 -0.57
O -1.248 -0.500 8.562 2.49 -1.76 0.69
C -1.153 0.451 7.581 0.55 2.45 -0.03
C -2.544 0.889 7.295 -1.70 -1.00 0.51
N -3.119 -0.197 6.514 -2.00 0.96 -2.02
C -4.588 -0.264 6.540 -0.24 -0.05 0.71
C -5.208 -1.396 5.713 1.86 -0.96 1.66
O -5.008 -2.648 6.425 -0.18 0.77 0.26
C -5.796 -3.713 5.958 1.18 -0.10 -3.15
H 0.397 -1.455 7.588 -0.23 0.11 0.12
H -0.186 -2.167 9.083 0.27 -0.15 0.46
H 0.812 -0.641 9.093 0.13 0.16 0.44
H -0.687 0.070 6.704 0.00 -0.78 -1.25
H -0.445 1.289 7.775 -0.49 -0.07 0.78
H -2.697 1.834 6.814 0.41 0.49 -0.75
H -3.171 0.994 8.211 0.77 -0.01 0.18
H -2.923 -1.073 6.898 1.32 -1.39 0.93
H -5.089 0.635 6.251 0.14 0.99 -0.83
H -4.900 -0.306 7.600 -0.23 -0.60 -0.09
H -4.705 -1.447 4.747 -0.15 -0.02 -0.27
H -6.255 -1.283 5.648 -1.32 0.54 -0.45
H -5.680 -4.546 6.624 0.12 -0.36 0.36
H -5.332 -4.018 4.891 -1.31 0.28 2.03
H -6.881 -3.504 5.821 0.60 0.24 0.16
C -1.394 -3.630 2.090 -0.25 0.83 -0.06
O -1.529 -4.396 3.293 0.30 1.56 0.74
C -1.664 -3.568 4.530 -0.41 -1.25 -1.33
C -1.799 -4.531 5.720 -0.01 0.52 -1.03
N -0.518 -4.969 6.248 -0.38 1.04 0.30
C 0.125 -6.047 5.560 -0.17 0.57 -1.05
C 1.492 -6.286 6.178 0.19 -0.03 -1.32
O 1.309 -6.560 7.565 0.30 0.62 -0.90
C 2.545 -6.510 8.207 1.41 0.68 -0.71
H -1.038 -4.295 1.315 0.04 -0.30 0.02
H -0.658 -2.780 2.130 -0.48 -0.67 0.42
H -2.349 -3.180 1.696 0.56 -0.39 0.71
H -2.545 -2.922 4.383 0.11 -0.27 0.28
H -0.797 -2.942 4.697 0.44 0.23 -0.27
H -2.392 -5.362 5.314 -0.26 -0.07 0.42
H -2.351 -3.961 6.473 0.01 -0.40 0.16
H -0.592 -5.181 7.216 -0.10 -0.14 0.76
H 0.148 -5.680 4.514 0.70 -0.58 0.27
H -0.494 -6.943 5.520 -0.02 -0.48 0.25
H 2.140 -5.363 5.942 -0.77 -1.19 0.86
H 1.972 -7.172 5.683 -0.19 0.64 0.37
H 3.203 -7.356 7.931 -0.21 0.26 -0.10
H 2.398 -6.550 9.251 -0.34 -0.10 1.24
H 3.099 -5.543 7.986 -0.56 -0.96 0.11
C 4.539 2.131 -3.205 -1.58 -1.71 1.14
O 4.756 0.732 -2.958 0.24 1.06 0.22
C 4.407 -0.070 -4.050 -0.21 -1.51 0.06
C 4.761 -1.542 -3.633 0.68 0.31 -0.38
N 6.215 -1.657 -3.491 1.55 -0.83 0.30
C 6.820 -3.028 -3.418 -1.96 -0.67 -0.34
C 6.336 -3.825 -2.163 0.80 -0.11 -0.18
O 6.655 -3.044 -1.056 1.17 0.79 0.43
C 6.036 -3.288 0.188 1.64 0.12 -0.04
H 3.494 2.248 -3.532 0.40 0.24 -0.50
H 5.280 2.534 -3.830 0.82 0.56 -1.27
H 4.563 2.647 -2.262 0.26 0.13 0.67
H 5.013 0.160 -4.943 -0.29 0.15 0.11
H 3.305 0.052 -4.242 0.74 -0.23 -0.15
H 4.526 -2.290 -4.403 -0.49 0.44 -0.04
H 4.210 -1.794 -2.726 -0.18 0.00 0.18
H 6.564 -1.266 -2.642 -0.30 1.05 0.57
H 7.938 -3.056 -3.445 -1.04 0.46 -0.35
H 6.302 -3.513 -4.280 1.17 -0.29 0.27
H 6.763 -4.857 -2.034 -0.10 0.72 -0.49
H 5.277 -3.928 -2.247 -1.14 -0.21 -0.01
H 6.238 -4.309 0.568 -0.22 0.37 -0.12
H 5.023 -3.069 0.054 -1.98 -0.11 0.20
H 6.431 -2.520 0.883 -0.08 -0.69 -0.36
C 6.227 -0.260 2.044 1.42 0.05 -0.97
O 5.140 -0.110 1.160 -0.61 -1.24 1.89
C 5.358 0.673 0.050 -0.26 2.27 -0.30
C 6.006 2.107 0.319 -1.48 -2.60 -1.20
N 5.090 2.932 0.994 0.63 2.51 0.55
C 5.364 4.378 0.924 2.36 -1.68 0.23
C 5.244 5.037 -0.424 0.86 -1.63 0.65
O 3.924 5.128 -0.780 -1.21 0.19 -1.15
C 3.742 6.065 -1.826 2.23 1.48 1.16
H 7.194 -0.292 1.486 -0.45 -0.33 0.00
H 6.205 -1.156 2.683 -0.61 0.45 -0.39
H 6.343 0.629 2.621 -0.15 0.65 0.95
H 4.313 0.837 -0.366 1.64 -0.45 -0.10
H 6.061 0.170 -0.595 -0.02 -0.35 -0.82
H 6.281 2.451 -0.682 -0.11 0.16 -0.20
H 6.946 1.960 0.820 0.57 0.14 0.68
H 4.147 2.712 1.168 -0.86 -0.82 -0.30
H 6.462 4.386 1.170 -0.72 0.61 -0.03
H 4.856 4.861 1.712 -0.76 0.79 0.78
H 5.811 4.347 -1.067 -0.12 0.36 -0.59
H 5.735 5.989 -0.459 0.35 0.79 0.19
H 4.362 5.905 -2.736 -0.02 -0.14 0.67
H 3.967 7.105 -1.388 -0.24 -1.22 -0.90
H 2.755 6.029 -2.114 -2.35 -0.05 -0.58
C 0.246 -1.223 -10.863 0.10 -1.09 -1.12
O 1.314 -0.283 -10.792 -1.46 -0.16 -0.52
C 1.200 0.441 -9.617 1.09 0.26 2.49
C 1.654 1.869 -9.775 -1.38 1.49 0.16
N 1.626 2.648 -8.511 0.74 -0.85 0.27
C 2.762 2.389 -7.591 -0.62 -2.06 -0.85
C 2.534 3.098 -6.316 -1.00 0.54 -0.60
O 2.691 4.478 -6.617 -1.16 0.50 0.23
C 2.079 5.327 -5.646 1.11 0.19 -0.20
H -0.750 -0.837 -11.216 1.02 0.17 0.27
H 0.078 -1.733 -9.911 0.12 0.14 0.12
H 0.594 -2.002 -11.576 -0.41 0.49 0.32
H 1.884 -0.055 -8.866 -0.77 0.31 -0.31
H 0.191 0.493 -9.159 0.26 -0.37 -0.48
H 0.957 2.365 -10.454 -0.16 -0.01 0.00
H 2.580 1.969 -10.257 1.67 -0.25 -0.62
H 1.563 3.644 -8.637 0.08 0.25 -0.54
H 3.752 2.710 -7.880 0.31 0.35 -1.03
H 2.849 1.262 -7.533 -0.19 1.22 0.57
H 3.291 2.897 -5.650 1.70 -1.04 1.82
H 1.572 2.831 -5.876 -0.28 0.32 0.04
H 1.056 5.034 -5.433 -0.31 0.05 -0.15
H 2.151 6.337 -6.071 -0.29 -0.24 0.27
H 2.639 5.316 -4.690 -0.12 -0.08 -0.30
C -2.324 -0.234 2.867 -0.40 1.61 -0.38
O -1.777 -0.320 1.578 -1.15 -0.99 -0.17
C -0.539 0.280 1.501 0.39 0.25 0.05
C 0.076 -0.182 0.176 0.48 0.74 0.49
N 1.518 0.181 0.090 -1.13 -0.91 0.13
C 1.657 1.622 -0.165 1.29 -1.21 -0.35
C 1.416 2.017 -1.621 0.25 1.06 1.59
O 0.031 2.199 -1.862 0.36 -0.24 0.83
C -0.305 2.556 -3.155 0.23 0.54 -0.62
H -2.029 0.746 3.283 -0.27 -0.04 0.16
H -1.938 -0.958 3.557 0.07 -0.72 0.27
H -3.408 -0.222 2.724 0.13 -0.41 0.45
H 0.061 -0.029 2.382 0.25 0.07 -0.47
H -0.717 1.360 1.608 0.53 0.16 -0.21
H -0.468 0.217 -0.678 -0.02 0.18 0.09
H -0.088 -1.249 0.161 0.33 -0.54 -0.14
H 1.831 -0.103 1.033 0.57 0.85 -0.71
H 2.728 1.868 -0.013 -0.75 0.05 0.29
H 1.012 2.164 0.479 -0.45 1.07 0.66
H 1.844 1.193 -2.185 0.19 0.18 -0.76
H 1.978 3.017 -1.659 -0.70 -1.16 -0.85
H -0.215 1.714 -3.851 0.03 0.19 -0.04
H 0.295 3.411 -3.518 0.10 -0.25 0.04
H -1.327 2.921 -3.130 -0.34 -0.14 -0.11
```
Forces are in eV/Å.

Values from the calculation:
Frontier orbital gap   8.376 eV
E_LUMO   0.01489 hartree
Structure (SMILES)   COCCNCCOC.COCCNCCOC.COCCNCCOC.COCCNCCOC.COCCNCCOC.COCCNCCOC.COCCNCCOC.COCCNCCOC.COCCNCCOC.COCCNCCOC.OCCO.OCCO
Energy relative to the best compared isomer or geometry (same formula, charge and spin)   3.228 eV
Maximum force   3.64 eV/Å
2S+1   1